147
Properties=species:S:1:pos:R:3:mulliken_charge:R:1 method="wB97M-V/def2-TZVPD" homo_lumo_gap_ev=7.7 energy_ev=-343215.59703 lumo_ev=-5.5 total_charge=+3
C 6.435 -1.436 1.651 -1.142
C 5.124 -1.502 2.311 0.667
O 4.764 -2.279 3.059 -0.357
N 4.097 -0.424 1.921 0.667
H 3.723 -0.610 0.964 -0.192
H 3.352 -0.548 2.573 0.192
C 4.669 0.920 1.870 -0.550
H 7.190 -0.811 2.117 0.338
H 6.335 -1.038 0.601 0.313
H 6.934 -2.435 1.550 0.355
H 5.254 1.071 0.927 0.311
H 5.258 1.007 2.779 0.481
H 3.814 1.572 1.906 -0.057
C 0.517 3.254 8.408 -0.783
C -0.726 2.747 8.970 0.566
O -1.344 3.267 9.818 -0.401
N -1.123 1.592 8.059 0.168
H -0.832 1.713 7.058 -0.495
H -0.594 0.726 8.243 0.413
C -2.634 1.258 7.984 -0.746
H 0.214 4.106 7.742 0.235
H 1.100 2.511 7.877 0.266
H 1.074 3.636 9.294 0.387
H -2.951 1.834 7.119 0.312
H -3.125 1.649 8.848 0.373
H -2.863 0.200 7.787 0.300
C -4.926 -4.401 1.227 -0.250
C -5.712 -5.428 1.934 0.338
O -6.042 -6.505 1.572 -0.458
N -6.334 -4.945 3.282 -0.150
H -6.420 -3.967 3.497 0.399
H -7.245 -5.396 3.348 0.356
C -5.369 -5.650 4.190 -0.791
H -5.093 -3.407 1.692 0.283
H -5.399 -4.471 0.232 0.289
H -3.916 -4.750 1.312 -0.121
H -5.536 -5.275 5.188 0.386
H -4.342 -5.627 3.820 0.301
H -5.736 -6.697 4.241 0.358
C -0.359 -2.289 4.202 -0.903
C 0.346 -1.643 3.035 0.295
O 1.458 -1.208 2.944 -0.504
N -0.566 -1.616 1.847 1.227
H -0.804 -2.679 1.675 -0.232
H -1.452 -1.139 2.150 -0.040
C -0.057 -1.052 0.582 -0.762
H -1.130 -2.984 3.845 0.236
H -0.812 -1.505 4.779 0.085
H 0.465 -2.722 4.801 0.384
H -0.897 -1.217 -0.119 0.493
H 0.796 -1.704 0.288 0.154
H 0.213 -0.003 0.654 -0.018
C -1.478 1.375 -9.279 -1.232
C 0.062 1.498 -9.318 -0.543
C 0.691 1.713 -7.853 -0.643
C 0.053 0.635 -6.962 -1.135
N 0.390 0.670 -5.519 0.437
C -0.410 -0.411 -4.752 -0.850
C -0.374 0.117 -3.300 -0.333
C -0.049 1.577 -3.304 0.071
C -0.078 1.964 -4.795 -1.235
C 1.912 0.446 -5.249 -0.212
C 2.488 -0.591 -6.140 -0.111
C 3.884 -0.785 -5.766 -1.484
H -1.930 1.656 -10.226 0.414
H -1.910 2.154 -8.652 0.322
H -1.860 0.411 -8.994 0.316
H 0.392 2.400 -9.849 0.409
H 0.592 0.690 -9.793 0.367
H 0.383 2.701 -7.547 0.378
H 1.797 1.751 -7.904 0.349
H 0.262 -0.371 -7.347 0.459
H -1.031 0.831 -7.034 0.592
H 0.057 -1.416 -4.876 0.337
H -1.387 -0.394 -5.172 0.473
H 0.336 -0.540 -2.758 -0.178
H -1.318 -0.064 -2.838 0.669
H 0.962 1.749 -2.933 0.326
H -0.732 2.193 -2.743 0.118
H 0.574 2.771 -5.152 0.540
H -1.086 2.201 -5.179 0.382
H 2.037 0.136 -4.209 -0.198
H 2.409 1.435 -5.289 0.490
H 2.527 -0.255 -7.199 0.184
H 1.906 -1.513 -6.183 0.334
H 4.428 0.162 -5.727 0.367
H 4.420 -1.552 -6.316 0.419
H 3.932 -1.080 -4.711 0.275
C 2.880 3.730 5.101 -1.295
C 2.409 3.293 3.702 0.377
C 1.105 4.016 3.230 -0.443
C 0.487 3.353 2.034 -0.686
N -0.694 4.119 1.222 0.679
C -2.015 4.210 2.129 -0.343
C -3.103 3.506 1.292 -0.271
C -2.577 3.539 -0.134 -0.550
C -1.123 3.272 0.010 -0.770
C -0.148 5.484 0.807 -1.095
C -0.927 6.299 -0.292 -0.240
C -0.031 7.501 -0.670 -1.420
H 2.470 3.182 5.966 0.026
H 2.733 4.802 5.280 0.389
H 3.992 3.649 5.134 0.397
H 2.038 2.222 3.680 -0.124
H 3.199 3.569 2.965 0.309
H 1.398 5.059 3.025 0.524
H 0.370 4.019 4.058 0.183
H -0.003 2.451 2.422 -0.174
H 1.173 3.077 1.219 0.513
H -2.148 5.251 2.296 0.329
H -1.776 3.745 3.084 0.226
H -4.059 4.047 1.385 0.377
H -3.236 2.490 1.699 -0.050
H -2.775 4.491 -0.603 0.344
H -3.098 2.742 -0.670 0.511
H -0.413 3.555 -0.796 0.497
H -0.869 2.259 0.312 0.022
H 0.890 5.278 0.493 0.368
H -0.025 6.072 1.735 0.637
H -1.934 6.643 -0.062 0.404
H -0.946 5.720 -1.233 0.178
H -0.534 8.222 -1.309 0.419
H 0.867 7.111 -1.228 0.310
H 0.324 8.009 0.249 0.339
C 2.009 -3.811 -1.924 -0.501
C 1.612 -4.755 -3.017 -0.593
N 0.785 -5.914 -2.503 0.216
C 1.393 -7.088 -2.111 -0.416
C 0.357 -7.889 -1.705 -0.317
N -0.786 -7.202 -1.939 0.144
C -0.512 -6.033 -2.438 -0.233
C -2.130 -7.526 -1.637 -0.752
H 1.166 -3.632 -1.253 0.044
H 2.337 -2.862 -2.370 0.200
H 2.786 -4.131 -1.234 0.358
H 2.421 -5.147 -3.628 0.352
H 0.886 -4.234 -3.687 0.163
H 2.426 -7.265 -2.352 0.432
H 0.343 -8.838 -1.255 0.492
H -1.289 -5.312 -2.537 0.447
H -1.999 -8.429 -1.012 0.283
H -2.711 -7.784 -2.529 0.307
H -2.554 -6.711 -1.058 0.315
Br -3.377 -0.372 1.567 -0.812
Br -1.141 -4.575 0.917 -0.761
Br 3.185 0.132 -1.449 -0.680
Br -0.750 1.428 4.835 -0.436


166
Properties=species:S:1:pos:R:3:mulliken_charge:R:1 method="wB97M-V/def2-TZVPD" homo_lumo_gap_ev=3.1 energy_ev=-81630.89887 lumo_ev=-7.2 e_above_lowest_ev=3.902 total_charge=+1
Be 1.328 -3.118 4.123 0.772
C -0.484 -0.271 1.349 1.205
C -0.048 -1.708 0.991 0.439
C 0.162 -1.961 -0.493 -0.094
O 0.943 -2.173 1.825 -0.106
H 0.386 0.378 1.442 -0.114
H -1.133 -0.305 2.224 -0.919
H -1.053 0.175 0.533 -0.250
H -0.876 -2.385 1.206 -0.317
H -0.715 -1.781 -1.114 -0.176
H 0.520 -2.980 -0.645 0.409
H 0.968 -1.320 -0.850 -0.259
C -5.631 -5.165 -2.586 -0.557
O -5.220 -5.249 -3.965 -0.373
C -5.252 -4.014 -4.726 -0.804
C -4.315 -2.898 -4.260 -0.047
N -2.971 -3.182 -4.684 -0.427
C -2.063 -2.174 -4.041 -0.162
C -0.610 -2.473 -4.325 0.117
O -0.076 -1.837 -5.515 -0.479
C 0.037 -0.405 -5.415 -0.402
H -5.856 -6.153 -2.185 0.291
H -6.624 -4.718 -2.534 0.339
H -4.875 -4.677 -1.972 0.069
H -6.249 -3.576 -4.688 0.424
H -5.054 -4.225 -5.777 0.340
H -4.363 -2.745 -3.182 -0.027
H -4.699 -1.987 -4.719 0.356
H -2.786 -4.059 -4.219 0.350
H -2.190 -2.105 -2.961 -0.012
H -2.329 -1.170 -4.370 0.265
H -0.411 -3.539 -4.429 0.292
H -0.008 -2.107 -3.493 -0.138
H 0.667 -0.038 -4.605 -0.014
H -0.894 0.116 -5.192 0.261
H 0.535 0.104 -6.240 0.416
C 2.117 6.208 -3.049 -0.692
O 2.884 5.843 -1.901 -0.236
C 4.259 5.881 -2.015 -0.291
C 4.849 5.572 -0.664 -1.066
N 4.658 4.257 -0.184 -0.301
C 5.672 3.307 -0.653 -0.590
C 5.397 1.925 -0.029 -0.876
O 4.310 1.234 -0.566 -0.143
C 3.931 -0.047 0.024 -0.566
H 2.411 5.637 -3.930 0.295
H 2.086 7.262 -3.325 0.365
H 1.168 5.722 -2.826 0.101
H 4.411 6.937 -2.240 0.531
H 4.626 5.253 -2.826 0.134
H 4.405 6.292 0.024 0.377
H 5.936 5.647 -0.611 0.485
H 3.815 3.934 -0.638 0.291
H 6.638 3.735 -0.384 0.537
H 5.574 3.320 -1.739 0.271
H 5.168 2.067 1.027 0.383
H 6.277 1.287 -0.107 0.320
H 4.797 -0.708 0.025 0.582
H 3.212 -0.471 -0.677 -0.186
H 3.365 0.035 0.952 0.054
C -6.062 2.646 1.891 -0.339
O -5.227 2.690 0.720 -0.399
C -4.075 3.520 0.770 -0.813
C -2.977 2.972 1.734 -0.306
N -3.244 3.505 3.085 -0.221
C -2.433 2.804 4.084 -0.243
C -1.008 3.323 4.254 -0.830
O -0.282 2.888 3.058 0.523
C 0.980 3.663 2.946 -0.942
H -6.429 3.600 2.268 0.299
H -5.559 2.045 2.649 -0.101
H -6.945 2.097 1.565 0.268
H -4.321 4.515 1.141 0.344
H -3.581 3.557 -0.201 0.375
H -1.990 3.386 1.528 0.472
H -2.868 1.890 1.659 0.090
H -2.924 4.463 3.065 0.359
H -2.487 1.738 3.862 -0.275
H -2.911 2.970 5.049 0.465
H -0.630 2.908 5.188 0.350
H -1.070 4.405 4.370 0.427
H 0.745 4.666 2.592 0.489
H 1.636 3.270 2.169 -0.094
H 1.596 3.648 3.845 0.250
C -4.749 -0.116 5.895 -0.885
O -4.096 -0.866 4.863 -0.095
C -4.996 -1.109 3.819 -0.504
C -4.200 -1.927 2.809 -0.045
N -5.014 -2.399 1.730 -0.375
C -4.115 -3.030 0.738 0.139
C -3.807 -4.501 1.043 -0.746
O -3.270 -5.210 -0.088 -0.470
C -1.980 -4.730 -0.512 -0.286
H -4.093 -0.067 6.764 0.262
H -5.669 -0.595 6.228 0.346
H -4.982 0.898 5.567 0.302
H -5.408 -0.217 3.347 0.054
H -5.867 -1.668 4.160 0.484
H -3.583 -2.740 3.192 0.241
H -3.354 -1.339 2.452 -0.141
H -5.342 -1.588 1.227 0.370
H -3.212 -2.443 0.573 -0.247
H -4.522 -3.071 -0.273 0.419
H -4.747 -4.884 1.440 0.363
H -3.118 -4.556 1.886 0.383
H -2.109 -3.711 -0.877 -0.055
H -1.564 -5.310 -1.336 0.351
H -1.268 -4.831 0.307 0.331
C 4.461 2.489 -5.685 -0.853
O 3.259 2.494 -4.923 -0.404
C 3.372 2.333 -3.455 0.529
C 1.988 2.115 -2.905 -0.598
N 2.012 2.518 -1.500 1.184
C 0.724 2.260 -0.858 1.899
C -0.509 3.094 -1.350 -0.085
O -1.081 2.649 -2.599 -0.478
C -1.382 1.270 -2.600 0.039
H 5.247 3.118 -5.268 0.286
H 4.361 2.914 -6.684 0.311
H 4.853 1.473 -5.730 0.315
H 3.720 3.301 -3.091 -0.521
H 4.056 1.502 -3.285 0.547
H 1.785 1.049 -3.008 -0.657
H 1.216 2.664 -3.443 0.719
H 2.740 1.922 -1.132 -0.492
H 0.827 2.402 0.218 -1.435
H 0.623 1.175 -0.869 -0.128
H -0.303 4.159 -1.460 0.253
H -1.369 3.027 -0.684 -0.695
H -0.461 0.814 -2.964 -0.380
H -2.054 1.208 -3.456 0.433
H -1.898 0.964 -1.689 0.140
C 5.395 -3.830 -0.648 -1.699
C 3.903 -3.611 -0.382 0.959
C 3.151 -5.004 -0.421 -0.765
O 3.341 -5.779 -1.618 -0.442
C 2.887 -5.204 -2.801 -0.562
N 3.833 -3.132 0.996 -0.470
H 5.718 -4.392 -1.523 0.321
H 5.807 -4.351 0.216 0.388
H 5.870 -2.851 -0.594 0.363
H 3.461 -2.891 -1.070 0.206
H 2.093 -4.933 -0.167 0.313
H 3.450 -5.611 0.433 0.464
H 3.266 -4.188 -2.913 0.260
H 1.803 -5.315 -2.780 0.185
H 3.280 -5.767 -3.648 0.321
H 2.890 -2.824 1.185 -0.075
H 3.802 -3.947 1.591 0.332
C 3.407 1.189 4.515 -1.347
C 2.562 -0.003 4.901 0.026
C 0.986 0.136 4.934 0.174
O 0.327 -1.062 5.052 -0.212
C -1.110 -0.925 5.287 -0.700
N 2.949 -1.052 3.919 -0.312
H 4.477 0.991 4.567 0.478
H 3.203 2.068 5.126 0.399
H 3.251 1.587 3.513 0.169
H 2.857 -0.462 5.845 0.278
H 0.661 0.612 4.009 -0.329
H 0.761 0.770 5.791 0.564
H -1.710 -1.829 5.178 0.338
H -1.525 -0.299 4.497 -0.038
H -1.416 -0.562 6.268 0.415
H 2.643 -0.875 2.972 -0.075
H 3.942 -1.135 3.758 0.353